Entry from the Open Molecules 2025 dataset: C6H11CrO4 as an isolated structure in a non-equilibrium geometry (the ωB97M-V functional and the def2-TZVPD basis).

E_HOMO (spin up / spin down), eV: -12.0 / -12.7
2S+1: 5
HOMO-LUMO gap (spin up / spin down), eV: 8.086 / 8.575
Total charge: +1
<S²>: 6.0200
LUMO (spin up / spin down), Eh: -0.14560 / -0.15338
Energy, Ha: -1580.27517

Last column: Löwdin charge in e.
CARTESIAN COORDINATES (ANGSTROEM)
O  -1.509  0.354  -0.545  -0.2118
C  -1.772  -1.046  -0.452  -0.1035
C  -0.500  -1.668  0.074  -0.1360
O  0.633  -1.095  -0.563  -0.2339
C  1.868  -1.181  0.152  -0.1440
C  2.679  0.103  0.132  -0.2915
O  1.983  1.220  -0.319  -0.3395
Cr  0.395  0.807  -1.336  0.9540
H  -2.035  -1.404  -1.456  0.1506
H  -2.608  -1.260  0.225  0.1547
H  -0.515  -2.759  -0.062  0.1580
H  -0.431  -1.416  1.144  0.1484
H  2.430  -2.028  -0.266  0.1440
H  1.640  -1.389  1.210  0.1331
H  3.575  -0.066  -0.495  0.1252
H  3.034  0.289  1.162  0.1299
C  -0.153  2.565  -0.144  0.0938
O  -1.236  2.343  0.557  -0.0288
C  -2.174  1.339  0.170  -0.1411
H  0.250  3.535  0.189  0.1027
H  -2.616  0.986  1.110  0.1681
H  -2.938  1.773  -0.487  0.1676